# 1
C50H51BrMoN6O4Te as an isolated structure at a distorted geometry, computed with ωB97M-V/def2-TZVPD.

Structure (XYZ):
```
114
C50H51BrMoN6O4Te ωB97M-V/def2-TZVPD
Mo 0.53 0.22 1.63
O 2.99 -2.68 0.32
C 3.11 -3.52 1.37
C 4.25 -4.31 1.42
C 4.45 -5.20 2.46
C 3.50 -5.32 3.47
C 2.36 -4.54 3.42
C 2.15 -3.63 2.39
C 0.96 -2.70 2.49
O 1.16 -1.50 1.84
N -0.23 -3.37 1.93
N -1.33 -2.62 1.75
C -2.44 -3.25 1.64
C -3.72 -2.62 1.35
Br -3.65 -0.77 0.87
C -4.91 -3.24 1.32
C -5.17 -4.61 1.75
C -6.07 -5.39 1.02
C -6.33 -6.70 1.37
C -5.70 -7.26 2.48
C -4.83 -6.49 3.24
C -4.57 -5.17 2.89
H 2.25 -2.07 0.47
H 4.99 -4.20 0.64
H 5.36 -5.79 2.51
H 3.65 -6.01 4.29
H 1.62 -4.61 4.21
H 0.80 -2.52 3.57
H -0.39 -4.32 2.25
H -2.47 -4.33 1.73
H -5.75 -2.68 0.93
H -6.55 -4.95 0.15
H -7.01 -7.29 0.78
H -5.89 -8.28 2.75
H -4.36 -6.91 4.11
H -3.94 -4.56 3.51
C 3.52 1.02 4.55
C 2.24 0.74 3.85
N 2.17 0.84 2.54
N 3.27 1.18 1.84
C 3.09 0.98 0.55
O 1.99 0.48 0.06
C 4.17 1.42 -0.35
C 3.92 1.72 -1.68
C 4.91 2.27 -2.48
C 6.16 2.51 -1.95
C 6.44 2.17 -0.63
C 5.45 1.63 0.17
C 1.02 0.28 4.48
C 0.91 -0.01 5.85
C -0.30 -0.39 6.37
C -1.41 -0.45 5.54
C -1.23 -0.21 4.19
N -0.05 0.09 3.66
H 4.01 1.86 4.05
H 4.19 0.16 4.47
H 3.36 1.26 5.60
H 2.94 1.52 -2.10
H 4.70 2.51 -3.51
H 6.93 2.97 -2.56
H 7.43 2.33 -0.23
H 5.65 1.36 1.20
H 1.80 0.05 6.46
H -0.39 -0.64 7.42
H -2.39 -0.69 5.93
H -2.06 -0.28 3.49
C -1.77 3.39 2.42
C -1.11 2.83 1.18
O -1.31 3.39 0.09
N -0.34 1.75 1.34
Te 0.21 2.04 -1.68
C 0.75 3.40 -3.23
C 0.86 2.97 -4.56
C 0.65 1.53 -4.97
C 1.22 3.90 -5.53
C 1.49 5.22 -5.20
C 1.85 6.22 -6.26
C 1.42 5.61 -3.87
C 1.06 4.72 -2.87
C 0.99 5.17 -1.44
C -1.52 1.28 -2.65
C -2.52 2.11 -3.16
C -2.50 3.61 -3.01
C -3.61 1.52 -3.78
C -3.73 0.14 -3.91
C -4.94 -0.50 -4.54
C -2.71 -0.66 -3.41
C -1.60 -0.12 -2.77
C -0.54 -1.06 -2.25
H -1.62 4.46 2.45
H -1.37 2.92 3.32
H -2.85 3.20 2.36
H 1.03 0.86 -4.20
H 1.16 1.33 -5.91
H -0.42 1.33 -5.11
H 1.30 3.58 -6.56
H 1.99 5.74 -7.23
H 2.76 6.76 -6.00
H 1.06 6.97 -6.37
H 1.65 6.64 -3.61
H 1.32 6.20 -1.33
H 1.63 4.54 -0.81
H -0.03 5.09 -1.06
H -2.28 3.89 -1.98
H -3.46 4.03 -3.30
H -1.73 4.05 -3.66
H -4.40 2.16 -4.17
H -5.64 0.25 -4.90
H -5.45 -1.12 -3.81
H -4.65 -1.13 -5.37
H -2.78 -1.74 -3.51
H -0.97 -2.03 -2.04
H -0.08 -0.70 -1.32
H 0.25 -1.19 -2.99
```

Results
Energy above the lowest of the compared OMol25 structures with the same formula, charge and spin in eV: 1.111
DFT total energy in eV: -148993.4924
Highest occupied orbital energy (alpha / beta) in eV: -9.91 / -9.91
<S²>: 0.756
2S+1: 2
Charge: +1
Orbital gap (alpha / beta) in eV: 6.238 / 5.989

# 2
C50H51N12O3PrS as an isolated structure at a distorted geometry, computed with ωB97M-V/def2-TZVPD.

Structure (XYZ):
```
118
C50H51N12O3PrS ωB97M-V/def2-TZVPD
Pr 0.10 0.06 0.64
O -1.35 2.05 0.29
C -1.90 2.64 -0.86
C -1.58 1.79 -2.07
C -1.75 2.21 -3.41
C -1.32 1.37 -4.44
C -0.67 0.15 -4.12
C -0.46 -0.15 -2.79
N -0.95 0.63 -1.78
H -1.62 2.47 1.14
H -1.49 3.68 -0.93
H -3.00 2.83 -0.79
H -2.28 3.13 -3.65
H -1.41 1.73 -5.47
H -0.50 -0.60 -4.94
H 0.13 -0.99 -2.50
C 6.61 3.21 1.76
C 7.06 1.90 1.15
C 8.39 1.43 1.20
C 8.79 0.23 0.64
C 7.84 -0.59 0.00
C 6.51 -0.19 -0.09
C 6.15 1.07 0.39
N 4.77 1.47 0.29
C 3.68 0.73 0.59
N 4.01 -0.38 1.35
C 3.18 -1.30 2.01
C 1.83 -1.13 2.25
C 1.27 -1.82 3.29
C 1.99 -2.78 3.99
C 3.31 -3.05 3.66
C 3.93 -2.35 2.65
C 5.46 -2.53 2.45
N 2.48 1.08 0.20
C 2.31 2.23 -0.67
C 2.04 3.46 0.00
C 1.82 4.61 -0.77
C 1.99 4.52 -2.17
C 2.42 3.37 -2.78
C 2.57 2.19 -2.04
C 2.82 0.92 -2.78
H 7.08 3.37 2.74
H 5.53 3.34 1.79
H 6.95 3.98 1.08
H 9.15 1.93 1.78
H 9.84 -0.06 0.71
H 8.11 -1.56 -0.44
H 5.77 -0.81 -0.56
H 4.64 2.39 -0.12
H 5.01 -0.39 1.55
H 0.22 -1.69 3.61
H 1.52 -3.20 4.88
H 3.83 -3.82 4.24
H 5.76 -3.39 3.05
H 5.99 -1.61 2.84
H 5.73 -2.66 1.41
H 2.07 3.50 1.10
H 1.44 5.50 -0.24
H 1.92 5.42 -2.81
H 2.68 3.40 -3.87
H 2.21 0.82 -3.66
H 2.64 0.04 -2.13
H 3.87 0.78 -3.12
C -5.44 0.93 2.32
N -4.23 0.12 2.25
C -3.32 0.00 1.23
N -2.19 -0.63 1.66
C -2.49 -0.85 2.97
N -3.64 -0.42 3.38
C -6.12 1.13 0.99
C -6.84 2.31 0.77
C -7.45 2.52 -0.48
C -7.43 1.55 -1.48
C -6.71 0.39 -1.22
C -6.18 0.09 0.03
C -6.44 -0.54 -2.33
N -6.86 -0.60 -3.56
N -6.24 -1.75 -4.15
C -5.62 -2.38 -3.22
O -5.63 -1.71 -1.98
C -4.81 -3.61 -3.37
C -4.67 -4.21 -4.68
C -3.76 -5.24 -4.76
C -2.92 -5.54 -3.69
C -3.10 -4.97 -2.47
C -2.20 -5.36 -1.29
N -1.31 -4.26 -0.94
C -1.44 -2.91 -1.00
N -0.40 -2.31 -0.41
C 0.38 -3.35 0.03
N -0.09 -4.55 -0.29
C -4.08 -3.99 -2.26
H -5.09 1.88 2.74
H -6.08 0.40 3.06
H -3.46 0.37 0.20
H -1.79 -1.32 3.66
H -6.90 3.06 1.56
H -8.06 3.40 -0.66
H -8.02 1.67 -2.41
H -5.86 -0.94 0.25
H -5.23 -3.80 -5.52
H -3.59 -5.76 -5.69
H -2.04 -6.19 -3.91
H -1.56 -6.21 -1.50
H -2.72 -5.59 -0.33
H -2.30 -2.39 -1.41
H 1.39 -3.17 0.48
H -4.16 -3.50 -1.29
C 0.20 3.69 4.06
S 0.89 2.00 3.65
C 0.20 1.19 5.16
O -0.12 1.52 2.44
H 0.18 3.80 5.15
H -0.82 3.91 3.63
H 0.85 4.47 3.62
H 0.33 1.81 6.04
H 0.70 0.21 5.26
H -0.87 0.99 4.96
```

Results
Energy above the lowest of the compared OMol25 structures with the same formula, charge and spin in eV: 0.340
DFT total energy in eV: -101593.2336
Highest occupied orbital energy (alpha / beta) in eV: -11.82 / -11.82
<S²>: 2.006
2S+1: 3
Charge: +2
Orbital gap (alpha / beta) in eV: 7.321 / 7.341